Below is a cluster of 4 separate species, C4H14NO3 in total in a non-equilibrium geometry, with properties calculated with ωB97M-V with the def2-TZVPD basis set.

```
22
Properties=species:S:1:pos:R:3:forces:R:3:nbo_charge:R:1
O 1.58789 -0.34155 -0.37231 -4.0 3.5 3.9 -0.39
C 0.80620 0.42729 0.30277 5.8 -3.1 -1.5 0.39
C -0.28227 1.15604 -0.39812 -0.6 -2.4 0.6 -0.27
N -1.49255 0.32606 -0.17839 3.1 1.7 0.4 -0.03
C -0.87971 -2.30712 2.28926 -1.3 -1.2 -1.1 -0.86
C 0.11718 1.36592 -1.87657 -2.2 2.3 -1.1 -0.61
H 0.98522 0.84038 1.34152 0.2 -1.4 -0.7 0.19
H -0.29468 2.03723 0.29450 -0.9 0.3 -0.8 0.37
H -2.27652 0.84695 -0.49228 -1.6 0.7 -1.7 0.37
H -0.07690 -1.81364 1.71959 -0.1 -0.2 0.8 0.20
H -0.85664 -3.42481 2.13119 0.1 1.3 0.2 0.24
H -1.84962 -1.95434 1.91163 0.2 -0.2 -0.6 0.19
H -1.05543 -2.09267 3.32463 1.1 0.2 0.7 0.23
H 0.35780 2.45828 -2.05393 -0.5 -1.3 0.2 0.27
H -0.82201 1.10303 -2.42021 1.1 0.3 -0.5 0.23
H 0.97429 0.77469 -2.16835 -0.1 -0.5 0.2 0.32
H 3.20437 -1.09628 -3.79198 0.0 -0.8 -1.1 0.48
H 3.78739 -0.91819 -2.38225 -1.3 1.1 -1.6 0.48
O 3.22141 -0.46607 -3.09541 1.2 -0.2 2.7 -0.95
H -2.07942 1.35897 2.54968 -2.8 1.4 2.0 0.49
H -1.73283 0.73451 1.20555 0.7 -0.2 2.6 0.39
O -1.34315 0.98534 2.15945 1.7 -1.4 -3.5 -0.72
```
Forces are in eV/Å.

Calculated values
Lowest unoccupied orbital energy   -10.3 eV
Net charge   +1

Below is a cluster of 4 separate species, C4H14NO3 in total in a non-equilibrium geometry, with properties calculated with ωB97M-V with the def2-TZVPD basis set.

```
22
Properties=species:S:1:pos:R:3:forces:R:3:nbo_charge:R:1
C 0.63450 -1.17201 3.23458 -1.9 0.8 -0.8 -0.65
C 0.79466 -1.05082 1.73598 0.5 0.0 1.9 -0.10
C 0.24484 -0.03901 1.09902 -0.2 0.4 -1.3 -0.12
N 0.29928 0.06592 -0.34874 0.6 0.4 0.6 -0.42
C 1.38800 0.33877 -0.94726 -0.5 -1.2 0.0 0.15
H 1.39221 -1.69798 3.79434 0.0 -0.3 -0.2 0.25
H 0.38337 -0.22338 3.70859 0.5 0.2 0.0 0.23
H -0.36466 -1.64076 3.20313 0.5 -0.7 0.9 0.24
H 1.26453 -1.95598 1.37717 0.1 0.4 -1.1 0.23
H -0.38140 0.75493 1.48454 0.2 -0.1 0.6 0.23
H -0.56121 -0.09231 -0.86653 0.0 -0.2 -0.1 0.47
H 1.40639 0.16174 -2.01189 0.3 0.6 -0.1 0.22
H 2.25384 0.50499 -0.32217 0.2 0.1 -0.3 0.23
H -2.08435 -2.01530 -0.35179 0.0 -0.5 -0.2 0.50
H -0.86496 -2.78727 -1.00697 -0.5 -0.1 0.0 0.50
O -1.13240 -2.02029 -0.49199 0.0 0.1 0.0 -0.98
H 0.82225 3.37754 -1.29819 0.2 -0.1 0.3 0.49
H 1.07623 2.94273 -2.70304 0.2 -0.2 -0.1 0.49
O 1.17421 2.62678 -1.79483 -0.4 0.6 -0.2 -0.95
H -3.08673 0.73448 -2.84734 0.2 0.7 -0.6 0.50
H -2.10757 1.99757 -2.44826 -0.4 0.0 -0.9 0.49
O -2.55103 1.18965 -2.19835 0.5 -0.8 1.6 -0.98
```
Forces are in eV/Å.

Calculated values
Lowest unoccupied orbital energy   -3.5 eV
Net charge   +1

Below is a structure of composition C4H14NOPb in a non-equilibrium geometry, with properties calculated with ωB97M-V with the def2-TZVPD basis set.

```
21
Properties=species:S:1:pos:R:3:forces:R:3:nbo_charge:R:1
C -1.29614 2.02167 -1.11380 -0.6 1.2 0.0 -1.13
Pb -0.28836 0.17787 -1.97862 0.4 0.0 -0.9 0.39
N 1.48491 -1.95232 -2.51450 1.0 -1.1 -0.4 -1.05
H 0.47688 0.85818 -3.51052 -0.1 0.5 -1.1 -0.41
H 2.46802 -1.66831 -2.47895 -0.4 -0.1 0.0 0.35
H -1.87504 -0.61121 -2.51956 -0.4 -0.1 -0.4 -0.35
H -1.75394 2.60706 -1.92800 -0.1 0.0 0.5 0.20
H -0.52069 2.62846 -0.62948 0.0 0.0 -0.1 0.17
H -2.04506 1.75781 -0.35188 0.0 0.0 -0.3 0.17
H 1.33826 -2.69073 -1.82830 0.0 0.2 -0.2 0.35
H 1.29508 -2.32584 -3.44330 0.1 0.0 0.2 0.35
C -1.01620 0.62758 2.29643 -0.3 0.3 0.1 -0.72
C 0.07575 -0.14260 1.62799 0.3 -0.4 -2.4 0.56
C 1.14230 -0.74532 2.49519 0.5 0.0 0.4 -0.72
O 0.12173 -0.31159 0.39581 -0.2 -0.6 4.7 -0.53
H -0.88949 0.56508 3.37576 -0.2 0.1 0.1 0.19
H -1.99340 0.21704 2.01272 0.2 0.2 0.0 0.25
H -0.98570 1.67997 1.98448 -0.1 -0.2 -0.1 0.26
H 1.21631 -1.82119 2.29128 0.0 0.3 0.0 0.24
H 2.11390 -0.28088 2.25995 -0.3 -0.2 0.0 0.24
H 0.93089 -0.59074 3.55729 0.1 -0.1 -0.1 0.19
```
Forces are in eV/Å.

Calculated values
Lowest unoccupied orbital energy (alpha / beta)   3.1 / 3.1 eV
Net charge   -1

Below is a cluster of 2 separate species, C4H14NOS in total in a non-equilibrium geometry, with properties calculated with ωB97M-V with the def2-TZVPD basis set.

```
21
Properties=species:S:1:pos:R:3:forces:R:3:nbo_charge:R:1
C -0.81692 -0.19104 -0.19766 -0.1 1.2 -0.5 -0.21
C 0.17386 0.22278 -1.32482 0.1 0.2 1.7 -0.44
C 1.53346 0.91081 -0.96016 0.4 -1.2 -0.2 -0.56
S 2.37233 0.41704 0.58894 -0.4 -0.8 -0.9 0.17
C 2.64745 -1.40110 0.23051 -0.5 1.2 0.5 -0.71
N -0.92314 0.91757 0.85788 -0.3 -0.7 -1.9 -0.72
H -0.57659 -1.10979 0.31363 0.4 -0.1 0.2 0.22
H -1.81275 -0.31769 -0.62300 0.1 0.0 0.1 0.23
H 0.42454 -0.74826 -1.75366 -0.2 0.4 -0.7 0.24
H -0.31691 0.93917 -1.98007 -0.2 -0.5 -0.5 0.23
H 2.16432 0.55157 -1.78259 0.2 0.5 0.2 0.24
H 1.59444 1.99501 -0.98114 -0.6 0.1 0.0 0.24
H 3.48530 -1.57950 0.88690 0.1 -0.7 0.1 0.25
H 1.74871 -1.94236 0.51049 0.2 -0.2 0.2 0.21
H 2.90672 -1.64104 -0.79819 0.1 0.4 0.0 0.23
H -1.29763 1.73768 0.38241 0.5 0.3 0.0 0.43
H 0.07328 1.02262 1.13268 -0.5 0.2 1.0 0.46
H -1.70128 0.68504 1.48102 0.6 -0.2 0.7 0.47
H -3.78666 -0.26424 2.05681 0.3 0.6 0.6 0.48
H -4.21325 -0.41506 0.74043 -0.5 -0.1 -1.4 0.49
O -3.67929 0.21079 1.21960 0.2 -0.6 0.9 -0.96
```
Forces are in eV/Å.

Calculated values
Lowest unoccupied orbital energy   -3.1 eV
Net charge   +1

Below is a cluster of 2 separate species, C4H14NOS in total, with properties calculated with ωB97M-V with the def2-TZVPD basis set.

```
21
Properties=species:S:1:pos:R:3:forces:R:3:nbo_charge:R:1
C 0.95125 1.28336 1.04971 0.1 0.4 0.5 -0.08
O 1.80271 2.18869 1.72642 0.3 -0.5 0.2 -0.70
C 0.15559 2.19639 0.13517 0.1 -0.6 -0.4 -0.23
N -0.88546 1.43021 -0.64383 -0.2 0.5 0.3 -0.71
H 0.27821 0.78828 1.76164 0.0 -0.1 -0.1 0.17
H 1.51635 0.53094 0.50017 0.0 -0.1 -0.2 0.18
H 2.40254 1.70331 2.32383 -0.4 0.3 -0.4 0.50
H -0.36222 2.93160 0.73843 0.0 0.3 -0.1 0.24
H 0.81323 2.64727 -0.60334 0.0 0.2 0.1 0.24
H -1.57900 1.03443 -0.00882 0.0 -0.2 0.0 0.43
H -0.47803 0.65721 -1.21359 0.1 -0.3 0.0 0.44
H -1.39323 2.06931 -1.25811 0.1 -0.1 -0.1 0.44
C -1.35910 -2.47306 -0.14276 0.0 0.1 0.1 -0.61
C 0.12139 -2.26476 -0.40730 0.1 0.2 0.2 -0.50
S 0.37733 -1.30851 -1.94438 -0.2 0.1 -0.1 -0.04
H -1.84839 -3.03471 -0.92978 -0.1 -0.1 -0.2 0.23
H -1.87000 -1.51477 -0.04231 -0.1 0.1 0.0 0.18
H -1.50628 -3.00432 0.79744 0.1 -0.1 -0.1 0.24
H 0.55540 -1.70452 0.41916 0.1 -0.1 0.0 0.20
H 0.65186 -3.20484 -0.50176 0.0 -0.1 0.0 0.24
H 1.65582 -0.95149 -1.75600 0.0 -0.1 0.0 0.15
```
Forces are in eV/Å.

Calculated values
Lowest unoccupied orbital energy   -3.3 eV
Net charge   +1

Below is a cluster of 2 separate species, C4H14NOS in total in a non-equilibrium geometry, with properties calculated with ωB97M-V with the def2-TZVPD basis set.

```
21
Properties=species:S:1:pos:R:3:forces:R:3:nbo_charge:R:1
C 1.58752 -1.09401 -0.70834 -0.1 -0.1 -0.9 -0.64
C 0.14016 -0.70294 -0.74426 -2.4 1.3 0.3 -0.01
C -0.76395 -1.11723 0.46711 -0.7 0.8 0.0 -0.44
C -1.76870 -0.06855 1.03696 1.0 -0.2 1.1 -0.57
S -3.17845 0.54796 0.12724 -0.1 0.3 -1.0 -0.01
N 0.07154 0.88636 -0.89949 1.4 -1.6 0.7 -0.74
H 1.78574 -2.16438 -0.59109 -0.4 0.2 0.6 0.27
H 2.00239 -0.47442 0.07635 0.7 -0.4 0.1 0.22
H 2.05170 -0.90985 -1.68170 0.1 0.5 0.2 0.24
H -0.45194 -0.95643 -1.61493 0.4 -0.7 -0.4 0.22
H -1.38123 -1.92451 0.08373 0.2 -0.5 0.2 0.23
H -0.26454 -1.42400 1.39595 0.5 -0.2 -0.7 0.24
H -1.17720 0.78970 1.43418 -0.6 -0.2 -0.4 0.22
H -2.19930 -0.49089 1.94245 0.3 -0.3 0.1 0.25
H -3.58065 -0.60330 -0.46041 0.2 0.2 0.2 0.14
H 0.73876 1.19043 -0.14149 -0.2 0.6 -1.0 0.46
H -0.84508 1.27478 -0.71975 -0.6 -0.2 -0.1 0.44
H 0.36782 1.13013 -1.85425 0.1 0.1 0.7 0.43
H 2.87233 1.54119 1.01540 0.0 -0.4 -0.2 0.51
H 1.97460 2.71247 1.14342 -0.4 0.1 -0.2 0.51
O 2.01848 1.85747 0.69292 0.6 0.5 0.7 -0.96
```
Forces are in eV/Å.

Calculated values
Lowest unoccupied orbital energy   -3.0 eV
Net charge   +1

Which formula does entry 4 have?
C4H14NOS

Number 5 is which compound?
C4H14NOS